No. 1
This record from the Open Molecules 2025 dataset describes C11H16N2O in the gas phase in a non-equilibrium geometry. The level of theory is wB97M-V/def2-TZVPD.

The geometry in ORCA input format:
```
! wB97M-V def2-TZVPD RIJCOSX def2/J DEFGRID3
* xyz 0 1
H -4.45 -2.29 -1.17
H -0.79 1.86 -0.53
H 2.11 -0.84 1.40
H 2.73 2.55 -0.48
C 3.29 0.50 0.33
C -2.55 -1.53 -0.36
C -0.82 -0.92 1.58
N -1.97 -1.58 1.91
C -1.31 -0.97 -0.66
H 0.93 0.08 -1.20
C 2.29 -0.58 0.39
N 0.98 1.51 0.32
C 0.16 2.36 -0.58
C -2.82 -1.90 0.94
C -0.40 -0.64 0.35
H 3.75 0.68 1.28
H 2.64 -1.35 -0.32
H -0.25 -0.42 2.34
H 0.66 2.31 -1.55
C -3.55 -1.78 -1.51
H -0.91 -0.85 -1.66
H -3.71 -0.80 -2.07
C 0.87 0.06 -0.18
O 0.60 1.62 1.47
C 2.48 1.78 0.28
H 2.67 2.30 1.28
H -3.06 -2.51 -2.22
H -3.71 -2.38 1.20
H 0.18 3.33 -0.11
H 3.98 0.38 -0.47
*
```

Its SMILES is Cc1cncc([C@@H]2CCC[N@+]2(C)[O-])c1. As for the frontier orbital gap: 9.03 eV. The energy relative to the best compared isomer or geometry (same formula, charge and spin) comes out at 90.6 kcal per mole.

No. 2
This record from the Open Molecules 2025 dataset describes C3H4O3 in the gas phase in a non-equilibrium geometry. The level of theory is wB97M-V/def2-TZVPD.

The geometry in ORCA input format:
```
! wB97M-V def2-TZVPD RIJCOSX def2/J DEFGRID3
* xyz 0 1
O -0.12 0.17 -1.62
C -1.66 0.06 0.52
C 0.38 -0.07 -0.54
H -2.05 -0.04 1.53
H -1.84 1.07 0.14
H -2.11 -0.66 -0.16
H 3.25 -0.24 -0.26
O -0.25 -0.17 0.62
O 2.59 0.31 0.26
C 1.81 -0.42 -0.49
*
```

As for the frontier orbital gap: 9.22 eV. The energy relative to the best compared isomer or geometry (same formula, charge and spin) comes out at 95.2 kcal per mole.

No. 3
This record from the Open Molecules 2025 dataset describes C4H11NOS2 in the gas phase. The level of theory is wB97M-V/def2-TZVPD.

The geometry in ORCA input format:
```
! wB97M-V def2-TZVPD RIJCOSX def2/J DEFGRID3
* xyz 0 1
H -1.65 -0.60 1.83
H 0.48 -1.75 -2.74
C -0.25 -0.99 -3.01
S 0.55 0.58 -2.66
H 0.89 1.61 0.90
C 0.28 0.71 0.92
H 1.98 -0.58 0.94
N -0.98 0.88 0.18
H 0.77 0.11 2.99
H -0.37 1.40 2.84
O -1.04 -0.57 2.57
H 0.65 -1.33 0.11
H -0.90 1.57 -0.56
C -0.06 0.45 2.37
C 1.13 -0.38 0.28
H -1.75 1.14 0.80
S 1.95 0.09 -1.27
H -1.15 -1.17 -2.43
H -0.55 -1.16 -4.05
*
```

Its SMILES is CSSC[C@@H](N)CO. As for the frontier orbital gap: 9.30 eV. The energy relative to the best compared isomer or geometry (same formula, charge and spin) comes out at 26.8 kcal per mole.

No. 4
This record from the Open Molecules 2025 dataset describes a molecular structure, C22H42N4O2P2RhS3 in a non-equilibrium geometry. The level of theory is wB97M-V/def2-TZVPD.

The geometry in ORCA input format:
```
! wB97M-V def2-TZVPD RIJCOSX def2/J DEFGRID3
* xyz 1 5
C -0.47 -0.87 -4.58
C -1.89 -2.20 2.27
C 3.70 0.77 -0.90
H 0.65 -3.24 -0.19
H 0.97 -0.10 -3.18
H 1.39 -4.72 0.42
Rh -0.01 -0.72 0.08
H -5.83 0.73 -0.42
C -1.62 -1.64 -4.71
H -0.02 -0.40 -5.43
H 3.74 -4.59 1.33
H 4.33 -1.23 -2.58
P -1.84 2.47 1.05
C -0.20 4.68 -1.31
H 2.14 -3.85 -0.91
N -0.42 -1.27 -2.22
H -0.35 5.18 -2.27
H 0.24 3.70 -1.48
C -4.24 0.55 1.83
C -1.55 -2.00 -2.34
C 2.43 -2.91 1.04
H 4.87 0.42 1.82
H -2.08 -1.78 -5.67
C 3.73 -0.73 -0.57
H 2.21 1.45 3.38
H 4.45 -3.33 0.32
H -3.01 -3.19 -1.21
H -4.13 0.72 -0.91
H 3.81 1.38 -0.01
C 3.83 -3.51 1.20
C 4.34 -0.23 2.53
C -2.20 5.88 -0.31
H 4.81 -1.21 2.51
H 4.34 -3.12 2.08
H 0.48 5.28 -0.70
H -3.32 -3.22 3.32
H -5.10 2.19 -1.09
H 2.76 1.86 1.76
H 4.48 0.18 3.53
C 1.61 -3.73 0.03
S -1.17 1.21 -0.44
H 1.19 1.11 2.00
H -5.14 -0.05 1.91
H 1.91 -2.96 2.00
H -3.94 0.87 2.83
N -2.52 -2.60 3.38
C 3.59 -1.56 -1.84
C -4.52 1.74 0.94
C 2.85 -0.28 2.23
O -3.39 2.66 0.82
H -2.38 6.42 -1.24
H -1.55 6.48 0.33
C -2.16 -2.53 -1.13
H -2.21 3.92 -1.18
C -4.92 1.32 -0.46
H 2.75 1.04 -1.38
S -0.53 -1.12 2.50
C -2.16 -2.21 -3.57
H 4.51 1.02 -1.58
O -1.29 3.90 0.69
S -1.27 2.00 2.88
H 2.60 -1.43 -2.28
N -1.71 -2.18 0.02
H 3.76 -2.62 -1.67
H -3.44 -0.07 1.41
P 2.35 -1.09 0.62
C 2.22 1.12 2.34
H 4.67 -0.97 -0.07
H -3.14 5.72 0.21
C -1.54 4.55 -0.60
H -3.06 -2.81 -3.62
H -5.30 2.36 1.39
H -2.15 -2.35 4.28
C 0.09 -0.71 -3.32
N -2.34 -2.61 1.11
H 2.35 -0.91 2.97
*
```

As for the frontier orbital gap (spin up / spin down): 7.01 / 5.25 eV.

No. 5
This record from the Open Molecules 2025 dataset describes C5H4N2O in the gas phase in a non-equilibrium geometry. The level of theory is wB97M-V/def2-TZVPD.

The geometry in ORCA input format:
```
! wB97M-V def2-TZVPD RIJCOSX def2/J DEFGRID3
* xyz 0 1
O 3.69 -0.07 -0.13
H -2.45 1.77 0.02
C 1.22 -0.59 0.08
H -3.03 -1.08 0.22
N -1.05 -1.21 -0.13
C 2.54 0.26 0.06
H 1.39 -1.71 0.21
C -1.85 0.87 -0.03
N -0.55 1.13 -0.05
C -2.16 -0.56 -0.07
H 2.28 1.40 -0.07
C -0.03 -0.23 -0.10
*
```

Its SMILES is O=CC=C1N=CC=N1. As for the frontier orbital gap: 8.64 eV. The energy relative to the best compared isomer or geometry (same formula, charge and spin) comes out at 41.8 kcal per mole.

No. 6
This record from the Open Molecules 2025 dataset describes a molecular structure, C21H21CuN7Se in a non-equilibrium geometry. The level of theory is wB97M-V/def2-TZVPD.

The geometry in ORCA input format:
```
! wB97M-V def2-TZVPD RIJCOSX def2/J DEFGRID3
* xyz 2 2
C -5.18 -1.34 -0.54
Cu -0.20 0.32 0.16
N 5.28 -0.04 3.45
H -5.52 1.20 -1.59
N -4.38 -0.12 -0.44
C 1.66 -0.07 3.82
N 1.76 -0.02 0.14
H -1.15 4.82 1.76
C 0.00 4.90 -0.09
H -4.40 1.97 -0.44
H -1.28 6.35 0.87
C -0.66 -0.11 4.41
H -0.10 5.33 -1.09
H -6.96 -2.16 0.31
H -5.82 1.23 1.45
C -6.23 1.20 0.44
N -0.03 -0.05 2.12
C -1.22 5.27 0.77
H -6.80 2.12 0.29
H 2.15 -0.06 -1.87
C -3.12 -0.12 -0.32
C 3.06 -0.05 4.10
H -5.59 -1.39 -1.55
C 2.59 -0.06 -0.88
C 4.49 -0.09 0.58
H -2.14 4.92 0.30
H -1.46 -0.14 5.14
C 2.23 -0.04 1.40
H -1.99 -0.10 2.71
H 0.95 -0.09 5.84
C -7.14 -0.01 0.27
N 0.14 2.34 -0.23
C 0.11 3.49 -0.19
C 3.97 -0.11 -0.70
H 0.91 5.30 0.36
C -0.97 -0.09 3.05
C 1.26 -0.05 2.47
N 3.59 -0.03 5.31
C 4.03 -0.05 3.04
N -1.96 -0.10 -0.26
C 3.61 -0.06 1.67
H -4.54 -2.20 -0.36
H -7.96 0.03 0.98
C 0.66 -0.09 4.80
C -6.33 -1.29 0.47
H 4.62 -0.15 -1.56
H -5.94 -1.34 1.49
Se 5.34 -0.03 5.20
C -5.10 1.15 -0.58
H -7.58 0.00 -0.73
H 5.55 -0.11 0.77
*
```

As for the frontier orbital gap (spin up / spin down): 8.01 / 6.37 eV. The energy relative to the best compared isomer or geometry (same formula, charge and spin) comes out at 6.6 kcal per mole.